1.
A structure of composition C45H51BrIrN4O4S4Si. Source: the OMol25 dataset; level of theory: ωB97M-V/def2-TZVPD.

Values from the calculation:
- LUMO energy (spin up / spin down) (Eh) = 0.0849 / 0.0501
- HOMO energy (spin up / spin down) (Eh) = -0.17263 / -0.18448
- 2S+1 = 5
- <S²> = 6.012
- charge = -1
- energy (eV) = -185745.5239
- gap between HOMO and LUMO (spin up / spin down) (eV) = 7.0 / 6.4
- energy above the lowest of the compared OMol25 structures with the same formula, charge and spin (kJ/mol) = 60.77

Cartesian coordinates (Å):
Ir (-0.126, -0.320, 0.037)
C (-3.490, -0.033, 2.068)
C (-2.336, 0.838, 2.471)
C (-2.466, 1.807, 3.456)
C (-1.333, 2.522, 3.838)
C (-0.108, 2.258, 3.263)
C (-0.033, 1.258, 2.273)
N (-1.154, 0.607, 1.902)
N (1.056, 0.864, 1.563)
Si (2.689, 1.188, 2.001)
C (3.073, 0.474, 3.697)
C (3.206, 2.991, 2.103)
C (3.819, 0.437, 0.737)
H (-3.731, -0.713, 2.887)
H (-3.238, -0.632, 1.193)
H (-4.376, 0.566, 1.869)
H (-3.430, 1.993, 3.910)
H (-1.417, 3.297, 4.592)
H (0.778, 2.818, 3.534)
H (2.398, 0.868, 4.465)
H (4.098, 0.725, 3.988)
H (2.980, -0.619, 3.696)
H (2.531, 3.599, 2.713)
H (3.258, 3.448, 1.112)
H (4.205, 3.041, 2.550)
H (3.804, -0.652, 0.752)
H (4.851, 0.771, 0.895)
H (3.500, 0.762, -0.257)
O (1.327, -1.711, -0.627)
C (1.445, -3.086, -0.872)
C (0.435, -3.612, -1.901)
C (-0.848, -4.022, -1.686)
C (-1.549, -4.324, -2.890)
C (-0.789, -4.140, -4.002)
S (0.788, -3.628, -3.593)
C (2.883, -3.308, -1.419)
C (3.894, -2.397, -1.426)
C (5.139, -2.922, -1.885)
C (5.054, -4.236, -2.219)
S (3.467, -4.834, -1.983)
C (1.349, -3.868, 0.456)
C (1.707, -3.380, 1.674)
C (1.659, -4.355, 2.713)
C (1.273, -5.575, 2.252)
S (0.938, -5.532, 0.575)
H (-1.296, -4.074, -0.702)
H (-2.580, -4.651, -2.911)
H (-1.053, -4.296, -5.039)
H (3.739, -1.383, -1.103)
H (6.048, -2.338, -1.965)
H (5.827, -4.891, -2.599)
H (1.993, -2.346, 1.802)
H (1.879, -4.151, 3.753)
H (1.113, -6.486, 2.812)
C (1.916, 2.593, -2.005)
C (0.929, 3.758, -1.888)
C (1.009, 4.406, -0.499)
C (-0.521, 3.439, -2.219)
C (-1.142, 4.213, -3.187)
C (-2.505, 4.125, -3.444)
C (-3.263, 3.284, -2.645)
C (-2.692, 2.478, -1.664)
C (-3.618, 1.697, -0.747)
C (-4.402, 2.688, 0.126)
C (-4.599, 0.794, -1.498)
C (-1.280, 2.483, -1.481)
O (-0.663, 1.645, -0.677)
H (2.929, 2.936, -1.767)
H (1.926, 2.194, -3.020)
H (1.655, 1.797, -1.310)
H (1.237, 4.512, -2.618)
H (0.813, 3.658, 0.272)
H (0.267, 5.202, -0.404)
H (1.998, 4.835, -0.327)
H (-0.541, 4.927, -3.745)
H (-2.970, 4.744, -4.201)
H (-4.342, 3.266, -2.777)
H (-2.996, 1.074, -0.107)
H (-4.967, 3.383, -0.502)
H (-3.727, 3.275, 0.756)
H (-5.116, 2.166, 0.768)
H (-5.256, 1.379, -2.149)
H (-5.232, 0.252, -0.787)
H (-4.073, 0.048, -2.096)
C (1.871, -0.669, -3.661)
N (0.770, 0.168, -4.118)
C (0.867, 1.111, -5.129)
C (-0.340, 1.692, -5.252)
N (-1.154, 1.076, -4.327)
C (-0.481, 0.145, -3.613)
S (-1.158, -0.906, -2.454)
H (2.803, -0.127, -3.813)
H (1.895, -1.606, -4.214)
H (1.742, -0.900, -2.607)
H (1.787, 1.284, -5.660)
H (-0.686, 2.480, -5.896)
H (-2.062, 1.403, -4.034)
Br (-3.958, -3.482, 3.731)
C (-2.397, -2.476, 4.148)
C (-2.354, -1.908, 5.415)
C (-1.264, -1.135, 5.784)
C (-0.230, -0.929, 4.884)
C (-0.297, -1.488, 3.618)
C (-1.377, -2.272, 3.221)
C (-1.414, -2.861, 1.819)
O (-1.652, -4.056, 1.713)
O (-1.237, -2.043, 0.833)
H (-3.176, -2.072, 6.098)
H (-1.233, -0.686, 6.770)
H (0.619, -0.315, 5.158)
H (0.493, -1.298, 2.902)

=====

2.
A structure of composition C45H52BN9O7S6Sr. Source: the OMol25 dataset; level of theory: ωB97M-V/def2-TZVPD.

Values from the calculation:
- LUMO energy (Eh) = 0.1316
- HOMO energy (Eh) = -0.11121
- 2S+1 = 1
- charge = -2
- energy (eV) = -141785.1730
- gap between HOMO and LUMO (eV) = 6.6
- energy above the lowest of the compared OMol25 structures with the same formula, charge and spin (kJ/mol) = 0.00

Cartesian coordinates (Å):
Sr (1.022, 0.798, -1.886)
C (-2.317, 5.203, 0.720)
C (-3.224, 4.234, -0.038)
C (-4.641, 4.806, -0.042)
C (-2.774, 4.046, -1.489)
N (-3.242, 2.910, 0.639)
C (-4.380, 2.279, 1.122)
C (-4.020, 1.040, 1.499)
N (-2.674, 0.888, 1.257)
B (-1.918, -0.482, 1.234)
N (-3.004, -1.586, 1.283)
C (-3.200, -2.478, 2.311)
C (-4.171, -3.332, 1.948)
N (-4.590, -2.964, 0.671)
C (-3.868, -1.867, 0.274)
S (-4.035, -0.952, -1.143)
C (-5.592, -3.700, -0.135)
C (-6.102, -4.898, 0.664)
C (-4.933, -4.218, -1.414)
C (-6.780, -2.787, -0.444)
N (-0.991, -0.569, 2.470)
C (-0.833, 0.440, 3.400)
C (0.251, 0.160, 4.142)
N (0.786, -1.030, 3.669)
C (-0.001, -1.489, 2.646)
S (0.141, -2.929, 1.768)
C (2.062, -1.628, 4.140)
C (2.681, -0.709, 5.192)
C (1.777, -2.991, 4.770)
C (3.047, -1.733, 2.975)
C (-2.190, 2.044, 0.749)
S (-0.550, 2.390, 0.434)
H (-2.322, 6.168, 0.210)
H (-1.296, 4.832, 0.762)
H (-2.685, 5.346, 1.739)
H (-4.607, 5.775, -0.538)
H (-5.023, 4.959, 0.969)
H (-5.332, 4.169, -0.597)
H (-2.843, 5.000, -2.015)
H (-3.419, 3.322, -1.992)
H (-1.751, 3.684, -1.559)
H (-5.345, 2.746, 1.136)
H (-4.621, 0.235, 1.882)
H (-1.289, -0.539, 0.218)
H (-2.596, -2.455, 3.199)
H (-4.574, -4.174, 2.475)
H (-5.301, -5.603, 0.893)
H (-6.843, -5.416, 0.055)
H (-6.586, -4.590, 1.593)
H (-4.095, -4.871, -1.164)
H (-4.560, -3.394, -2.018)
H (-5.664, -4.787, -1.993)
H (-7.256, -2.465, 0.486)
H (-7.514, -3.337, -1.037)
H (-6.455, -1.909, -0.997)
H (-1.480, 1.296, 3.427)
H (0.711, 0.738, 4.918)
H (2.045, -0.605, 6.074)
H (2.895, 0.275, 4.774)
H (3.624, -1.155, 5.511)
H (1.110, -2.879, 5.629)
H (2.715, -3.433, 5.114)
H (1.314, -3.656, 4.044)
H (3.207, -0.749, 2.534)
H (2.674, -2.393, 2.196)
H (3.998, -2.120, 3.350)
O (1.461, 4.009, -3.468)
S (0.794, 2.786, -4.137)
O (0.441, 3.157, -5.483)
O (-0.355, 2.396, -3.280)
O (1.771, 1.664, -4.067)
O (2.383, 1.557, 2.098)
H (1.441, 1.772, 2.024)
H (2.680, 1.606, 1.181)
O (-0.090, -1.807, -1.932)
C (-0.629, -2.751, -1.632)
N (4.326, 7.924, -0.973)
C (3.877, 6.874, -1.118)
C (3.316, 5.559, -1.303)
C (4.157, 4.421, -1.211)
C (3.521, 3.204, -1.130)
N (2.200, 3.027, -1.241)
C (1.467, 4.085, -1.760)
C (1.974, 5.420, -1.497)
H (5.223, 4.516, -1.075)
H (4.093, 2.310, -0.890)
H (0.401, 3.960, -1.619)
H (1.307, 6.270, -1.508)
S (0.416, 0.020, -6.861)
C (0.478, -0.669, -5.271)
N (-0.587, -0.583, -4.557)
C (-1.576, 0.088, -5.261)
C (-2.845, 0.380, -4.760)
C (-3.727, 1.069, -5.563)
C (-3.360, 1.476, -6.854)
C (-2.107, 1.197, -7.359)
C (-1.217, 0.495, -6.550)
H (1.396, -1.126, -4.924)
H (-3.097, 0.074, -3.753)
H (-4.712, 1.316, -5.187)
H (-4.065, 2.033, -7.459)
H (-1.816, 1.534, -8.345)
C (7.674, -3.506, 3.649)
C (8.786, -4.307, 3.024)
O (9.607, -4.908, 3.675)
S (8.895, -4.411, 1.247)
C (7.509, -3.473, 0.668)
C (7.668, -2.142, 0.289)
C (6.578, -1.397, -0.122)
C (5.292, -1.957, -0.167)
C (5.153, -3.306, 0.199)
C (6.244, -4.053, 0.602)
C (4.153, -1.194, -0.546)
C (3.114, -0.629, -0.876)
H (7.983, -3.234, 4.657)
H (6.785, -4.137, 3.711)
H (7.408, -2.625, 3.070)
H (8.652, -1.690, 0.332)
H (6.701, -0.360, -0.406)
H (4.165, -3.747, 0.170)
H (6.118, -5.091, 0.885)

=====

no.,largest force on an atom (hartree/bohr)
1,0.0101
2,0.0132